[1]
The following is a DFT calculation (ωB97M-V/def2-TZVPD) of a gas-phase ion, C4H9N4 (charge +1) in a non-equilibrium geometry.

```
17
Properties=species:S:1:pos:R:3:mulliken_charge:R:1
C -2.467 -0.748 -1.212 -0.200
C -1.278 -1.440 -3.183 0.038
C 1.630 -0.401 0.455 -1.661
C 0.558 0.650 0.143 0.395
N -2.026 -1.255 -2.354 0.013
N -1.561 -0.096 -0.470 0.321
N -0.376 0.056 -0.835 -0.601
N -0.276 1.071 1.269 -0.676
H -3.362 -0.880 -0.648 0.367
H -0.627 -2.017 -3.771 0.401
H 1.365 -1.150 1.057 0.493
H 2.361 0.033 1.024 0.446
H 2.037 -0.838 -0.355 0.454
H 0.856 1.484 -0.377 0.407
H -0.040 1.933 1.672 0.216
H -1.795 0.450 0.443 0.346
H -0.472 0.378 1.992 0.243
```

net charge: +1
molar mass: 113.1 g/mol
DFT total energy: -10243.226 eV
orbital gap (spin up / spin down): 8.3 / 8.3 eV
energy above the lowest of the compared OMol25 structures with the same formula, charge and spin: 110.06 kcal/mol

[2]
The following is a DFT calculation (ωB97M-V/def2-TZVPD) of a gas-phase ion, C4H9N4O (charge +1) in a non-equilibrium geometry.

```
18
Properties=species:S:1:pos:R:3:mulliken_charge:R:1
C -1.474 1.215 -0.483 -0.190
C -1.979 -0.803 0.610 -0.087
C 0.292 -0.237 0.091 0.836
C 2.491 0.658 0.530 -0.734
N -0.238 1.000 -0.326 -0.448
N -2.389 0.243 -0.134 -0.094
N -0.714 -1.030 0.660 -0.058
N 0.663 -1.213 -1.356 -0.651
O 1.298 -0.212 0.949 -0.435
H -1.823 2.193 -0.741 0.424
H -2.683 -1.413 1.215 0.373
H 3.182 0.497 1.314 0.290
H 2.219 1.727 0.572 0.317
H 2.864 0.588 -0.526 0.328
H -3.425 0.346 -0.222 0.292
H -0.376 -1.606 1.410 0.287
H 1.653 -1.295 -1.316 0.263
H 0.441 -0.659 -2.246 0.287
```

net charge: +1
molar mass: 129.1 g/mol
DFT total energy: -12293.479 eV
orbital gap: 9.2 eV
energy above the lowest of the compared OMol25 structures with the same formula, charge and spin: 49.42 kcal/mol
structure (SMILES): CO[C@]1(N)N=CNC=[NH+]1

[3]
The following is a DFT calculation (ωB97M-V/def2-TZVPD) of a gas-phase ion, C4H9N4O2 (charge +1) in a non-equilibrium geometry.

```
19
Properties=species:S:1:pos:R:3:mulliken_charge:R:1
C 0.623 -0.681 1.186 0.168
C -0.546 0.230 0.875 -0.819
C -1.263 0.190 -1.542 0.217
C 0.898 0.993 -1.003 -1.230
N -0.444 0.605 -0.565 0.150
N 0.777 -1.801 0.590 -0.461
N -2.333 -0.473 -1.351 -0.264
N 1.530 -0.078 2.057 1.047
O 1.217 1.024 2.421 -0.564
O 2.527 -0.701 2.273 -0.573
H -1.348 -0.356 1.137 0.474
H -0.522 1.047 1.606 0.376
H -0.976 0.625 -2.546 0.302
H 0.847 1.593 -1.820 0.488
H 1.267 1.618 -0.258 0.415
H 1.533 0.103 -1.035 0.409
H 1.707 -2.169 0.781 0.337
H -2.944 -0.626 -2.160 0.294
H -2.549 -1.143 -0.646 0.233
```

net charge: +1
molar mass: 145.1 g/mol
DFT total energy: -14338.343 eV
orbital gap: 9.8 eV
energy above the lowest of the compared OMol25 structures with the same formula, charge and spin: 89.02 kcal/mol
structure (SMILES): [H]/N=C(/CN(C)C=[NH2+])[N+](=O)[O-]

[4]
The following is a DFT calculation (ωB97M-V/def2-TZVPD) of 2 unconnected molecules or ions with the total composition C4H9N4O3 in a non-equilibrium geometry.

```
20
Properties=species:S:1:pos:R:3:mulliken_charge:R:1
C 1.758 -0.111 0.654 0.384
C -1.893 -1.081 0.084 0.008
C 1.826 0.907 -0.224 0.036
C 0.051 1.219 1.065 0.190
N 0.746 1.759 0.100 0.006
N -1.472 0.115 -0.085 -0.139
N 2.496 -1.173 0.920 -0.549
N -2.837 -1.672 -0.602 -0.362
O -2.026 0.865 -1.070 -0.480
O 2.371 1.014 -1.461 -0.487
O 0.669 0.143 1.539 -0.334
H -0.710 1.734 1.721 0.324
H 0.330 2.262 -0.717 0.341
H 1.993 -1.953 1.509 0.301
H 3.025 -1.636 0.133 0.297
H 3.293 1.262 -1.507 0.381
H -2.030 1.806 -0.801 0.331
H -3.452 -1.137 -1.270 0.236
H -2.876 -2.634 -0.690 0.213
H -1.262 -1.691 0.701 0.305
```

net charge: +1
molar mass: 161.1 g/mol
DFT total energy: -16387.261 eV
orbital gap: 9.2 eV
energy above the lowest of the compared OMol25 structures with the same formula, charge and spin: 82.10 kcal/mol